Computed, not measured: a molecular structure, C25H34N8RhS2Se, with ωB97M-V/def2-TZVPD.

**HOMO-LUMO gap**: 5.7868 eV
**ΔE to the lowest compared entry with this formula, charge and spin**: 0.0 kcal per mole
**Charge**: +3

```
71
C25H34N8RhS2Se, DFT ωB97M-V/def2-TZVPD
Rh -1.78 0.39 -0.10
Se -5.68 -5.53 2.56
N -4.83 -5.20 1.04
C -4.33 -4.00 1.13
C -3.56 -3.37 0.07
C -3.30 -3.97 -1.16
C -2.57 -3.28 -2.11
C -2.11 -2.00 -1.83
N -2.35 -1.42 -0.65
C -3.07 -2.09 0.30
C -3.31 -1.39 1.54
N -2.79 -0.15 1.63
C -2.99 0.57 2.73
C -3.72 0.07 3.80
C -4.25 -1.20 3.73
C -4.05 -1.96 2.57
C -4.57 -3.31 2.37
N -5.27 -3.96 3.26
H -3.68 -4.97 -1.36
H -2.36 -3.71 -3.08
H -1.56 -1.43 -2.56
H -2.55 1.55 2.76
H -3.86 0.68 4.68
H -4.83 -1.63 4.55
C 6.21 -2.61 -1.54
C 4.98 -1.97 -2.18
C 3.84 -1.80 -1.17
C 2.61 -1.18 -1.83
N 1.49 -0.96 -0.90
C 1.43 0.05 -0.04
S 0.06 0.11 1.10
N 2.37 0.96 0.03
C 2.49 2.07 0.99
C 3.41 1.71 2.15
C 2.86 0.58 3.03
C 3.79 0.26 4.20
H 7.01 -2.72 -2.27
H 5.98 -3.60 -1.14
H 6.59 -1.99 -0.72
H 4.63 -2.59 -3.01
H 5.24 -1.00 -2.60
H 4.18 -1.19 -0.33
H 3.56 -2.77 -0.75
H 2.23 -1.84 -2.62
H 2.84 -0.23 -2.32
H 0.82 -1.70 -0.77
H 3.21 0.77 -0.50
H 1.50 2.33 1.35
H 2.88 2.92 0.43
H 3.55 2.61 2.75
H 4.40 1.44 1.77
H 2.72 -0.32 2.43
H 1.88 0.88 3.41
H 4.77 -0.04 3.84
H 3.39 -0.54 4.81
H 3.92 1.14 4.84
S -0.86 1.08 -2.11
C -1.50 2.72 -2.26
N -2.21 3.02 -3.32
C -2.65 4.39 -3.66
C -1.75 5.39 -2.96
C -1.65 5.05 -1.48
N -1.22 3.64 -1.35
H -2.44 2.26 -3.96
H -3.69 4.50 -3.36
H -2.60 4.49 -4.74
H -2.16 6.39 -3.08
H -0.76 5.38 -3.41
H -2.60 5.18 -0.98
H -0.90 5.66 -0.99
H -0.51 3.40 -0.68
```

Atomic partial charges in e from the Mulliken method, atoms 1 to 2: -0.0886, 0.4295